1.
# C17H22O4

C17H22O4 in the gas phase (ωB97M-V/def2-TZVPD, the OMol25 dataset).

```
43
Properties=species:S:1:pos:R:3:forces:R:3:lowdin_charge:R:1
H -2.43461 0.96013 0.82884 -0.526 1.120 -0.378 0.092
C 0.56748 -2.96723 0.07677 0.311 -1.184 1.312 0.006
O 0.31737 -1.84388 -0.53612 0.396 3.227 -1.058 -0.017
C 1.19743 -0.76868 -0.34514 -0.913 -1.437 -0.311 -0.081
C 0.69566 0.53578 -0.26674 -0.067 1.317 -1.367 -0.032
C -0.68514 1.06233 -0.23999 -0.116 0.185 0.637 -0.139
C -0.58502 2.58687 -0.19470 0.546 0.100 0.816 -0.117
C 0.90732 2.91892 0.00059 -0.396 0.518 0.164 -0.114
C -1.87883 0.48538 0.04122 0.149 0.211 -0.470 -0.051
C -2.65627 -0.60272 -0.60490 0.221 -1.266 0.288 -0.202
C -4.15417 -0.21749 -0.76820 0.197 0.215 0.219 -0.204
C -4.79471 0.12663 0.58121 0.057 0.249 0.137 -0.292
C -6.31612 0.26525 0.61795 0.215 -0.034 -0.044 -0.116
C 1.58071 1.60388 -0.09956 -0.727 -0.849 0.022 -0.084
C 2.97850 1.42390 0.12655 0.697 0.140 0.292 -0.293
O 3.72250 2.35973 0.50410 -0.526 -0.325 -0.542 0.058
C 3.47380 0.06180 -0.03091 -0.344 -0.737 0.873 -0.110
O 4.78738 -0.20743 0.19939 -0.137 -0.261 -0.367 -0.091
C 5.40246 0.25557 1.42894 -0.493 0.242 -0.275 -0.022
C 2.57775 -1.00259 -0.26479 1.777 0.169 0.019 -0.139
O 3.02622 -2.30263 -0.36135 0.320 0.237 -0.134 -0.117
C 4.02867 -2.62196 -1.36113 -0.326 0.467 0.239 -0.023
H 1.08372 -2.88148 1.03175 -0.112 -0.573 -0.346 0.099
H 0.17547 -3.84824 -0.40844 0.063 -0.028 0.283 0.084
H -0.94922 3.05540 -1.12140 -0.092 -0.498 0.213 0.122
H -1.17701 2.99621 0.63001 -0.160 -0.022 -0.140 0.118
H 1.26558 3.62157 -0.76094 0.058 -0.114 0.176 0.128
H 1.08412 3.39064 0.97988 0.197 -0.151 -0.283 0.129
H -2.20856 -0.88052 -1.56793 -0.139 0.034 0.248 0.115
H -2.61001 -1.48547 0.04841 -0.175 -0.229 -0.212 0.110
H -4.21932 0.65580 -1.43370 -0.090 -0.188 0.056 0.116
H -4.71797 -1.03565 -1.23372 0.273 0.035 -0.020 0.110
H -4.49633 -0.61737 1.33286 0.034 0.045 -0.139 0.114
H -4.38072 1.08465 0.90963 -0.032 -0.124 0.125 0.092
H -6.61686 0.51872 1.64088 -0.089 -0.062 -0.202 0.069
H -6.65847 1.07216 -0.04056 -0.015 -0.226 0.031 0.073
H -6.79958 -0.67606 0.33895 -0.069 0.175 -0.040 0.070
H 6.47062 0.10189 1.28520 -0.113 -0.034 0.088 0.092
H 5.16859 1.31582 1.56225 0.251 -0.342 0.119 0.075
H 5.02515 -0.33985 2.26943 0.117 0.054 -0.146 0.097
H 4.29420 -3.66267 -1.17452 -0.068 0.124 -0.057 0.092
H 3.59405 -2.51217 -2.36289 0.101 -0.035 0.171 0.097
H 4.91417 -1.98493 -1.25720 -0.254 -0.146 0.001 0.085
```
Positions in Å, forces in eV/Å.

Properties
HOMO (spin up / spin down) in eV: -7.11 / -7.53
Net charge: 0
Energy above the lowest of the compared OMol25 structures with the same formula, charge and spin in kJ/mol: 592.6
Spin multiplicity: 1

***

2.
# C3H4N2O2

C3H4N2O2 in the gas phase (ωB97M-V/def2-TZVPD, the OMol25 dataset).

```
11
Properties=species:S:1:pos:R:3:forces:R:3:lowdin_charge:R:1
N 0.16117 1.85134 -0.12696 0.043 0.082 -0.006 0.117
C 0.23841 0.47684 -0.03144 0.136 -0.084 -0.202 -0.388
C 0.79101 -0.43660 -0.83870 -0.153 0.312 -0.231 -0.047
O 0.59438 -1.72260 -0.29654 -0.476 -0.129 -0.361 0.050
C -0.47599 -1.54282 0.51155 -0.545 -0.442 0.188 -0.518
O -1.35718 -2.33336 0.63673 0.487 0.032 0.706 0.162
N -0.45020 -0.19092 0.99970 0.046 -0.057 -0.091 0.154
H -0.74933 2.21848 0.12123 0.091 -0.070 -0.054 0.098
H 0.47764 2.19352 -1.02539 0.001 0.073 0.174 0.098
H 0.90038 -0.44080 -1.90794 0.619 0.261 -0.007 0.121
H -0.13027 -0.07310 1.95776 -0.249 0.023 -0.115 0.154
```
Positions in Å, forces in eV/Å.

Properties
HOMO in eV: -8.50
Net charge: 0
Structure (SMILES): Nc1coc(=O)[nH]1
Energy above the lowest of the compared OMol25 structures with the same formula, charge and spin in kJ/mol: 208.9
Spin multiplicity: 1

***

3.
# C22H55ClF6FeN6O9S2

A molecular structure, C22H55ClF6FeN6O9S2 (ωB97M-V/def2-TZVPD, the OMol25 dataset).

```
102
Properties=species:S:1:pos:R:3:forces:R:3:lowdin_spin:R:1
Fe 0.14393 0.63046 1.68235 -0.162 0.922 -1.886 3.704
Cl 1.06811 0.46735 -0.58575 -0.133 0.035 0.542 0.070
C -2.93288 2.64881 4.30562 2.414 -0.235 -0.151 0.002
F -2.02906 3.62332 4.52221 -0.330 -0.433 -1.128 0.000
F -3.78452 2.78728 5.27219 -1.306 -0.613 0.042 0.001
F -3.48073 2.77787 3.07370 -0.165 0.317 0.952 0.001
S -2.10825 0.84760 4.34921 0.693 2.242 0.944 0.007
O -2.16422 0.52351 5.75080 0.848 -0.075 -0.831 0.007
O -2.92849 0.09556 3.49063 -0.722 -1.168 -1.939 0.000
N -0.48725 1.03524 3.60479 -3.012 0.278 4.352 0.038
S 0.41063 1.50142 4.90375 3.074 1.626 1.340 0.008
O 1.72968 1.90812 4.39794 -1.827 -0.985 0.292 0.001
O -0.17654 2.41875 5.88214 0.305 -1.531 -1.663 0.007
C 0.81307 -0.14025 5.92307 0.467 1.891 -1.409 0.002
F 0.70071 0.07788 7.22458 -0.194 -0.553 -0.639 0.001
F 0.17107 -1.16658 5.44691 -2.381 -1.181 0.459 0.000
F 2.04656 -0.45883 5.58673 1.918 0.535 0.670 0.001
C 4.62817 1.05641 -4.18861 -1.422 0.528 -0.715 0.000
C 3.86652 -0.31395 -4.17485 1.754 0.170 1.930 0.000
C 4.68541 -1.35596 -3.30285 0.669 -0.386 -1.581 0.000
O 6.12208 -1.41269 -3.55449 -0.727 0.025 0.457 0.000
C 6.48614 -1.86835 -4.85332 0.408 0.846 0.640 0.000
N 2.53175 -0.31390 -3.58412 0.027 0.569 -1.192 0.001
H 4.57316 1.58832 -3.23880 0.581 -0.591 0.448 0.000
H 4.08144 1.78525 -4.78693 -0.569 -0.158 -0.457 0.000
H 5.60227 1.12329 -4.67314 0.267 -0.662 0.567 0.000
H 3.73808 -0.71527 -5.18011 0.245 0.092 -0.043 0.000
H 4.27271 -2.34011 -3.52471 -0.124 -0.240 -0.218 0.000
H 4.53970 -1.26025 -2.22689 0.204 0.708 -0.064 0.000
H 7.57023 -1.86649 -4.96670 0.194 0.131 0.615 0.000
H 6.18106 -1.08616 -5.54845 -0.583 -0.654 -0.678 0.000
H 6.22128 -2.91193 -5.02331 -0.760 0.153 -0.368 0.000
H 1.90065 0.10981 -4.24916 -0.296 -0.078 -0.141 0.000
H 2.36412 0.20166 -2.73195 0.636 0.116 0.447 0.002
C 2.51514 -3.66503 -1.32704 -0.434 0.403 0.092 0.000
C 1.41690 -3.68283 -2.40675 -0.132 -0.093 -0.018 0.000
C 0.37623 -4.80801 -2.22681 -0.359 2.068 -0.541 0.000
O -0.72618 -4.53264 -3.15499 2.008 -0.092 0.874 0.000
C -1.57698 -5.61366 -3.27828 -1.086 -0.316 1.598 0.000
N 0.85746 -2.32885 -2.59146 -0.194 -1.808 -0.449 0.001
H 3.29478 -3.00501 -1.70736 0.392 -0.602 -0.035 0.000
H 2.85821 -4.63841 -0.97641 0.327 -0.076 -0.321 0.000
H 2.21544 -3.11006 -0.43806 -0.575 -0.113 0.147 0.000
H 1.88321 -4.05531 -3.31885 0.323 0.909 -0.481 0.000
H 0.11796 -4.72304 -1.17126 -0.965 -0.612 0.168 0.000
H 0.88085 -5.74861 -2.44753 -0.303 -0.275 0.069 0.000
H -1.11530 -6.55175 -3.58640 0.057 0.084 -0.772 0.000
H -2.49586 -5.30617 -3.77749 0.426 -0.169 -0.807 0.000
H -1.96600 -5.84460 -2.28660 -0.139 -0.314 0.540 0.000
H 1.57312 -1.80172 -3.07112 -0.086 0.451 0.017 0.000
H 0.65115 -1.85337 -1.72459 0.200 -0.077 0.238 0.001
C -4.85411 0.80175 -2.78023 -3.012 0.232 -0.968 0.000
C -4.33157 1.70334 -1.67978 -0.156 -1.142 0.433 0.000
C -5.30344 1.65513 -0.35951 1.176 1.443 -1.176 0.000
O -6.41067 2.57481 -0.42332 -0.425 -3.098 -0.621 0.000
C -6.15460 3.92040 -0.47577 1.884 0.673 1.349 0.000
N -3.02023 1.15303 -1.38718 0.475 0.043 1.905 0.000
H -5.88759 1.07413 -2.99430 -0.402 0.317 -0.105 0.000
H -5.01648 -0.24539 -2.52482 0.586 -0.092 0.772 0.000
H -4.45125 0.74449 -3.79143 0.951 0.640 0.282 0.000
H -4.09043 2.72489 -1.97370 -0.876 0.156 -0.189 0.000
H -4.72210 1.87263 0.53650 0.517 0.495 0.027 0.000
H -5.62536 0.63827 -0.13485 -0.664 0.051 -0.658 0.000
H -5.07596 4.07699 -0.46516 0.346 0.253 -1.137 0.000
H -6.28310 4.32946 0.52636 -1.219 0.517 0.033 0.000
H -6.67127 4.43119 -1.28833 0.045 -0.015 0.228 0.000
H -3.21381 0.22167 -1.04778 0.504 -0.469 -0.067 0.000
H -2.48701 1.05907 -2.23979 0.141 -0.060 -0.024 0.000
C -0.78263 -3.48013 1.83814 0.066 -1.035 0.436 0.002
C -0.36158 -2.12374 2.39497 -0.030 -2.207 0.198 0.000
C 1.15877 -2.00792 2.46149 -1.367 -0.287 -2.190 0.002
O 1.51503 -0.65450 2.38955 0.228 0.223 1.944 0.032
C 2.89669 -0.54723 2.53809 1.483 1.209 0.330 0.004
N -1.00458 -1.22336 1.47720 -0.886 1.322 -0.266 0.038
H -0.66211 -3.51961 0.75554 0.278 0.139 -0.088 0.000
H -1.85299 -3.58512 2.01537 -0.032 -0.268 0.114 0.000
H -0.26456 -4.36067 2.21807 -0.037 0.029 0.332 0.000
H -0.86595 -1.98131 3.35070 0.447 0.111 0.222 0.000
H 1.48052 -2.35869 1.48091 0.353 -0.841 -0.055 0.000
H 1.64363 -2.60127 3.23671 -0.168 0.385 0.293 0.000
H 3.22790 0.45545 2.80834 -0.686 0.419 -0.424 0.000
H 3.36042 -0.79803 1.58407 0.349 -0.501 0.248 0.001
H 3.21457 -1.06278 3.44432 0.170 -0.797 -0.447 0.001
H -1.97582 -1.33999 1.72856 -0.547 1.057 0.629 0.002
H -1.12093 -1.63950 0.56429 1.199 0.095 -0.697 0.002
C -2.10015 4.23820 0.52055 0.516 1.549 -0.468 0.002
C -0.87952 3.28559 0.75395 -2.159 2.513 -1.689 0.002
C 0.08705 3.93800 1.67282 3.123 0.471 0.846 0.001
O 1.21019 3.05634 1.74034 1.353 -1.125 0.900 0.019
C 2.55792 3.60516 1.95034 -1.345 0.474 -1.285 0.001
N -1.37168 1.99662 1.08647 -0.929 -1.375 1.300 0.032
H -2.36199 4.88468 1.35817 -0.125 -0.620 0.687 0.000
H -3.01939 3.84124 0.08983 0.236 -0.719 0.293 0.000
H -1.86574 5.03955 -0.18016 0.506 -0.109 -0.460 0.000
H -0.34080 3.21079 -0.19066 -0.023 -0.281 -0.043 0.000
H -0.13750 4.30115 2.67572 -1.016 -0.662 0.300 0.000
H 0.57105 4.82885 1.27254 -0.855 0.522 -0.931 0.000
H 3.29179 2.82131 1.76296 -0.342 -0.123 0.455 0.000
H 2.73949 4.19499 2.84880 -0.416 -0.706 0.578 0.000
H 2.71709 4.34109 1.16220 -0.010 0.089 -0.424 0.000
H -2.14249 2.07607 1.73426 0.547 0.511 1.607 0.002
H -2.07914 1.70465 0.42741 0.799 -0.420 -2.244 0.001
```
Positions in Å, forces in eV/Å.

Properties
HOMO (spin up / spin down) in eV: -8.23 / -8.23
Net charge: 0
Spin multiplicity: 5